88
Properties=species:S:1:pos:R:3:mulliken_charge:R:1 method="wB97M-V/def2-TZVPD" homo_lumo_gap_ev="6.28 / 6.27" e_tot_ev=-218622.183
Pt -0.3586 0.0960 -2.1195 1.592
Se -0.7500 -1.1747 4.7047 -0.195
P -0.1320 0.6352 3.8202 1.455
C 1.6282 0.9224 4.1445 0.331
C 2.1121 1.9945 4.8765 -0.454
C 3.4738 2.1027 5.0990 -0.705
C 4.3432 1.1524 4.5917 -0.546
C 3.8557 0.0852 3.8524 -0.744
C 2.4980 -0.0368 3.6384 -0.129
C -1.0583 2.0666 4.4390 0.235
C -1.6491 2.9945 3.5933 -0.160
C -2.3614 4.0489 4.1356 -0.712
C -2.4814 4.1732 5.5104 -0.507
C -1.8948 3.2412 6.3533 -0.786
C -1.1920 2.1793 5.8186 -0.634
C -0.1475 0.7625 2.0224 0.071
C -0.7549 0.1491 0.9221 -0.167
N -0.1467 0.7011 -0.1570 0.549
N 0.7372 1.5795 0.2433 -1.135
N 0.7582 1.6319 1.5329 -0.143
P -1.9361 -1.1725 0.6351 1.467
Se -2.0339 -1.7926 -1.4237 -0.519
C -1.2441 -2.5519 1.5777 0.434
C -1.9958 -3.4161 2.3563 -0.354
C -1.3592 -4.4620 3.0017 -0.627
C 0.0080 -4.6383 2.8690 -0.558
C 0.7485 -3.7985 2.0515 -0.494
C 0.1192 -2.7592 1.3983 -0.423
C -3.5252 -0.6634 1.3431 0.162
C -4.7145 -0.9019 0.6662 -0.742
C -5.9146 -0.5363 1.2521 -0.647
C -5.9275 0.0650 2.5020 -0.575
C -4.7350 0.3307 3.1588 -0.961
C -3.5337 -0.0289 2.5796 0.264
H 1.4364 2.7396 5.2697 0.359
H 3.8560 2.9330 5.6739 0.394
H 5.4032 1.2341 4.7827 0.374
H 4.5315 -0.6546 3.4480 0.409
H 2.0972 -0.8787 3.0867 0.247
H -1.5559 2.8931 2.5217 0.379
H -2.8255 4.7685 3.4776 0.424
H -3.0477 4.9930 5.9259 0.404
H -1.9933 3.3372 7.4245 0.422
H -0.7572 1.4208 6.4565 0.481
H -3.0551 -3.2490 2.4782 0.420
H -1.9310 -5.1334 3.6239 0.408
H 0.5023 -5.4322 3.4087 0.395
H 1.8128 -3.9482 1.9362 0.438
H 0.6818 -2.0942 0.7527 0.381
H -4.7006 -1.3705 -0.3086 0.362
H -6.8442 -0.7255 0.7353 0.417
H -6.8665 0.3330 2.9673 0.386
H -4.7334 0.8122 4.1257 0.546
H -2.6002 0.1678 3.0901 0.025
Cl 3.8889 4.1510 -5.2398 -0.231
C 2.3101 3.4927 -4.9718 0.351
C 2.0221 2.8701 -3.7672 -1.054
C 0.7625 2.3321 -3.5754 0.291
C -0.2020 2.3987 -4.5710 0.011
C 0.0970 3.0685 -5.7538 -0.548
C 1.3479 3.6167 -5.9632 -0.646
C -1.5810 1.7666 -4.4475 0.360
O -2.4782 2.1480 -5.1792 -0.701
O -1.7478 0.8183 -3.6070 -0.870
H 2.7647 2.8199 -2.9857 0.539
H 0.5325 1.8798 -2.5970 0.607
H -0.6787 3.1540 -6.4995 0.492
H 1.5827 4.1349 -6.8815 0.450
C 1.5174 -4.0230 -4.8133 -1.185
N 1.0040 -2.6775 -4.6986 0.186
C -0.4402 -2.5929 -4.6524 -0.904
C 1.7393 -1.5996 -4.3225 0.472
O 1.2483 -0.6488 -3.6986 -0.664
N 3.0684 -1.5651 -4.6424 0.047
C 3.6251 -2.1259 -5.8561 -1.115
C 3.8402 -0.4435 -4.1401 -1.017
H 0.9439 -4.6703 -4.1435 0.362
H 2.5608 -4.0679 -4.5145 0.418
H 1.4070 -4.4000 -5.8346 0.311
H -0.8432 -2.8665 -5.6288 0.334
H -0.7433 -1.5720 -4.4174 0.151
H -0.8499 -3.2666 -3.8940 0.251
H 2.9188 -2.7783 -6.3582 0.396
H 4.5373 -2.6866 -5.6290 0.296
H 3.8852 -1.3150 -6.5462 0.362
H 3.3471 -0.0242 -3.2670 0.224
H 3.9287 0.3382 -4.9006 0.349
H 4.8376 -0.7909 -3.8687 0.359

---

87
Properties=species:S:1:pos:R:3:mulliken_charge:R:1 method="wB97M-V/def2-TZVPD" homo_lumo_gap_ev="8.52 / 5.44" multiplicity=5 s_squared=6.02 e_tot_ev=-107185.961 total_charge=+2
Co 0.3813 -0.5538 -0.1347 2.007
O 1.5362 3.4336 1.9394 -0.485
C 1.2587 2.2370 1.4976 -0.279
O 0.5234 1.9875 0.5550 0.122
C 1.8947 1.1250 2.2418 0.413
C 2.7216 1.2990 3.3433 -0.844
C 3.2276 0.1697 3.9761 -0.651
C 2.8654 -1.0843 3.5071 -0.702
C 2.0337 -1.1492 2.3933 0.650
N 1.5685 -0.0832 1.7718 0.307
C 1.5294 -2.4848 1.7868 -0.201
O 1.8953 -3.5276 2.2609 -0.668
O 0.7484 -2.2666 0.8110 -0.792
H 1.0750 4.1430 1.4595 0.407
H 2.9380 2.2976 3.6908 0.605
H 3.8771 0.2729 4.8330 0.489
H 3.2131 -1.9997 3.9626 0.596
C 5.0785 0.5750 -0.9360 -1.728
C 3.5728 0.7934 -1.0490 1.496
C 3.2268 2.1188 -1.7227 -1.379
C 2.9263 -0.4030 -1.7727 -0.936
C 3.2891 -0.5302 -3.2651 -0.812
O 2.0583 -0.2766 -3.9427 -0.435
C 1.0956 -0.1860 -3.0462 0.016
N 1.4672 -0.2744 -1.8073 0.703
C -0.2674 -0.1097 -3.5657 -0.051
C -0.4628 -0.6201 -4.8526 -0.690
C -1.7329 -0.7014 -5.3844 -1.061
C -2.8230 -0.3061 -4.6243 -1.187
C -2.6418 0.2342 -3.3623 0.371
C -1.3659 0.3611 -2.8309 1.073
P -0.9975 1.4403 -1.3772 1.543
C -2.1374 1.3799 0.0477 1.579
C -2.1748 0.2327 0.8447 -0.477
C -2.9722 0.1839 1.9704 -1.781
C -3.6783 1.3117 2.3671 -0.817
C -3.5469 2.4947 1.6554 -0.818
C -2.7768 2.5358 0.5046 -1.464
C -1.4479 2.9685 -2.2806 1.126
C -2.8100 3.2232 -2.4544 -0.560
C -3.2206 4.2724 -3.2513 -1.246
C -2.2890 5.0811 -3.8828 -0.779
C -0.9383 4.8255 -3.7176 -0.723
C -0.5145 3.7695 -2.9248 -0.317
H 5.5371 1.3918 -0.3862 0.444
H 5.5444 0.5284 -1.9161 0.364
H 5.2955 -0.3522 -0.4093 0.438
H 3.1500 0.8032 -0.0392 -0.809
H 3.5884 2.1541 -2.7473 0.269
H 3.6891 2.9409 -1.1827 0.572
H 2.1467 2.2725 -1.7202 0.112
H 3.1858 -1.3128 -1.2202 0.891
H 3.6188 -1.5368 -3.5376 0.279
H 4.0299 0.1946 -3.6088 0.396
H 0.3917 -0.9653 -5.4139 0.597
H -1.8693 -1.0622 -6.3901 0.506
H -3.8184 -0.3977 -5.0272 0.545
H -3.4989 0.5765 -2.8032 0.537
H -1.5590 -0.6402 0.5997 0.830
H -3.0270 -0.7217 2.5524 0.586
H -4.2965 1.2729 3.2501 0.478
H -4.0464 3.3883 2.0000 0.500
H -2.6690 3.4720 -0.0229 0.616
H -3.5502 2.6063 -1.9690 0.586
H -4.2758 4.4560 -3.3751 0.488
H -2.6178 5.9019 -4.5006 0.443
H -0.2105 5.4486 -4.2132 0.500
H 0.5415 3.5723 -2.8123 0.363
O -4.2461 -5.6371 -4.1112 -0.519
C -4.3952 -4.3037 -4.4762 -0.764
N -4.9414 -3.4738 -3.4206 -0.052
C -4.3350 -2.8874 -2.3655 -0.165
O -4.9367 -2.1212 -1.6388 -0.673
C -2.8654 -3.1235 -2.1456 -0.148
C -2.1389 -4.2572 -2.4878 0.202
C -0.7694 -4.2468 -2.2659 -1.420
C -0.1821 -3.1338 -1.6922 -0.296
N -0.8900 -2.0826 -1.2763 0.663
C -2.1993 -2.0960 -1.4809 -1.000
H -5.0920 -6.1005 -4.1307 0.325
H -5.0580 -4.1917 -5.3425 0.428
H -3.3919 -3.9473 -4.7376 0.488
H -5.9356 -3.2837 -3.4673 0.305
H -2.6188 -5.1384 -2.8851 0.819
H -0.1650 -5.1005 -2.5305 0.495
H 0.8845 -3.1067 -1.5221 0.434
H -2.7995 -1.2776 -1.1017 0.725

---

92
Properties=species:S:1:pos:R:3:mulliken_charge:R:1 method="wB97M-V/def2-TZVPD" homo_lumo_gap_ev=6.82 e_tot_ev=-117343.979 total_charge=+1
Zr 0.6191 0.0377 -0.6239 -0.206
C 2.2878 -3.2766 0.4413 -0.744
C 3.5611 -2.5106 0.1088 -0.870
S 3.2940 -0.9780 -0.8333 0.152
C 4.2916 0.1810 0.1285 -0.724
C 3.8209 0.3955 1.5572 -0.904
S 2.0492 0.7944 1.7220 0.150
C 1.5936 -0.3321 3.0560 -0.968
C 1.6464 -1.8161 2.7095 -0.816
S 0.9254 -2.2786 1.0968 0.220
H 1.8768 -3.7444 -0.4474 0.249
H 2.5035 -4.0620 1.1672 0.657
H 4.1026 -2.2422 1.0149 0.410
H 4.2192 -3.1549 -0.4742 0.583
H 5.3250 -0.1689 0.1291 0.602
H 4.2557 1.1108 -0.4356 0.289
H 4.0101 -0.4837 2.1719 0.438
H 4.3835 1.2201 1.9951 0.549
H 2.2407 -0.1318 3.9111 0.594
H 0.5866 -0.0308 3.3350 0.457
H 2.6762 -2.1707 2.6942 0.469
H 1.1238 -2.3807 3.4811 0.508
C -1.3147 5.8053 -3.4045 -0.742
C -0.5072 5.2161 -4.5511 -1.127
N -0.0975 3.8313 -4.2771 0.168
C 1.0215 3.6390 -3.5570 -0.414
C 1.4035 2.4263 -3.0663 0.649
C 2.3884 2.3784 -1.9414 -0.152
O 3.3890 3.0624 -1.9226 -0.710
O 2.0153 1.5931 -0.9662 -0.121
C 0.6523 1.2769 -3.3889 0.800
O 0.8699 0.1459 -2.8551 -1.030
C -0.4870 1.4622 -4.2546 -0.142
C -1.3166 0.3706 -4.5417 -0.315
C -2.5758 0.5824 -4.9993 0.476
F -3.3515 -0.4718 -5.3173 -0.473
C -3.1147 1.8792 -5.1376 -0.752
C -2.2554 2.9511 -4.9817 -0.538
C -0.9308 2.7573 -4.5523 -0.027
N -4.4826 2.0691 -5.3668 0.352
C -4.9776 3.0068 -6.3479 -0.862
C -6.0084 3.9421 -5.6925 -0.668
N -6.6130 3.2314 -4.5255 0.009
C -6.8321 1.7793 -4.8076 -0.858
C -5.4677 1.0865 -4.9305 -0.262
H -1.6164 6.8252 -3.6421 0.414
H -0.7239 5.8251 -2.4888 0.347
H -2.2060 5.2108 -3.2015 0.082
H 0.4050 5.7857 -4.7192 0.531
H -1.0560 5.2306 -5.4916 0.456
H 1.5879 4.5277 -3.3075 0.551
H -0.9582 -0.6361 -4.3744 1.107
H -2.6538 3.9510 -5.0751 0.676
H -5.4397 2.4747 -7.1881 0.392
H -4.1580 3.5914 -6.7574 0.468
H -6.8109 4.1983 -6.3821 0.343
H -5.5606 4.8599 -5.3163 0.451
H -7.4790 3.6603 -4.2049 0.366
H -6.0220 3.2882 -3.6907 0.119
H -7.4110 1.7228 -5.7282 0.364
H -7.4161 1.3693 -3.9882 0.449
H -5.5756 0.2480 -5.6235 0.386
H -5.1564 0.6874 -3.9634 0.187
S -1.0625 0.1420 1.3789 -0.544
C -2.5111 0.8684 0.7318 0.814
C -3.7656 0.5471 1.2512 -1.014
C -4.9230 1.0542 0.6805 0.330
C -6.2172 0.6550 1.1525 -0.219
N -7.2679 0.3493 1.5037 -0.533
C -4.8165 1.9388 -0.4036 0.797
C -3.5706 2.3065 -0.8835 -0.811
C -2.4149 1.7638 -0.3447 0.164
S -0.8849 2.1392 -1.0615 -0.174
C -5.9469 2.4032 -1.1405 -0.088
N -6.7734 2.7986 -1.8396 -0.692
H -3.8399 -0.1453 2.0785 0.609
H -3.4914 2.9716 -1.7350 0.423
O 0.8673 -2.2136 -1.7659 -0.449
C -0.3436 -2.1941 -2.0361 0.620
N -1.1186 -1.2123 -1.5314 0.858
C -2.4083 -1.3621 -2.0425 -0.638
O -3.3528 -0.6229 -1.8991 -0.382
C -2.4142 -2.6212 -2.8752 0.287
C -3.4311 -3.2419 -3.5653 -0.304
C -3.1059 -4.3929 -4.2807 -0.650
C -1.8046 -4.8879 -4.3016 -0.688
C -0.7825 -4.2525 -3.6000 -0.488
C -1.1240 -3.1209 -2.8895 -0.249
H -4.4396 -2.8503 -3.5479 0.532
H -3.8769 -4.9149 -4.8322 0.421
H -1.5867 -5.7815 -4.8712 0.440
H 0.2313 -4.6300 -3.6130 0.581

---

86
Properties=species:S:1:pos:R:3:mulliken_charge:R:1 method="wB97M-V/def2-TZVPD" homo_lumo_gap_ev="3.77 / 3.76" e_tot_ev=-146883.494 total_charge=-1
Pd -1.3126 -0.6871 -0.8341 0.094
O 3.5423 -1.3978 -4.2136 -0.901
P 3.6601 -1.3825 -2.7050 1.168
C 5.2705 -1.5678 -1.9746 0.134
C 5.4184 -1.8276 -0.6070 -0.184
C 6.6539 -2.2949 -0.1447 -0.433
C 7.7720 -2.3618 -0.9861 -0.484
C 7.6275 -1.9824 -2.3410 -0.504
C 6.3876 -1.5793 -2.8012 -0.547
C 2.6663 -2.6842 -2.0332 0.313
C 1.2950 -2.6410 -2.2210 -0.299
C 0.4697 -3.6436 -1.5800 -0.370
C 0.9990 -4.7249 -0.9189 -0.734
C 2.3929 -4.8095 -0.7949 -0.559
C 3.2328 -3.7905 -1.3294 -0.283
C 3.0001 0.0906 -2.0408 -0.111
C 2.6565 1.0796 -2.9354 -0.337
C 2.3643 2.3610 -2.4618 -0.673
C 2.0623 2.5300 -1.0850 -0.349
C 2.1481 1.4055 -0.2288 -0.905
C 2.4736 0.1611 -0.7379 -0.103
H 4.5395 -1.7453 0.1056 0.403
H 6.7087 -2.6385 0.8930 0.361
H 8.7820 -2.7024 -0.7065 0.344
H 8.4979 -1.8467 -3.0122 0.324
H 6.1842 -1.3213 -3.8242 0.446
H 0.8591 -1.7836 -2.7788 0.373
H -0.6008 -3.5309 -1.7817 0.353
H 0.3755 -5.5286 -0.5083 0.376
H 2.8616 -5.5364 -0.1383 0.354
H 4.3083 -3.8501 -1.0205 0.228
H 2.7398 0.8948 -3.9759 0.479
H 2.0644 3.1585 -3.1385 0.303
H 2.0153 3.5362 -0.7099 0.443
H 2.0132 1.5158 0.8392 0.447
H 2.3414 -0.7216 -0.1666 0.765
C -1.5606 5.8794 -3.4752 -0.808
N -2.7748 5.3017 -2.8242 0.176
C -3.8882 5.8826 -2.2236 -0.053
C -4.6796 4.8469 -1.8415 -0.670
N -4.1548 3.6565 -2.1609 -0.338
C -2.9794 3.9249 -2.6816 -0.204
H -1.5591 5.7303 -4.5482 0.256
H -0.7134 5.4277 -3.0060 0.303
H -1.5390 6.9179 -3.2157 0.348
H -4.1173 6.9783 -2.3198 0.315
H -5.5902 4.9468 -1.2778 0.380
H -2.2526 3.2231 -3.0697 0.279
C -2.6770 -0.1585 5.6162 -1.133
N -2.5848 0.1877 4.2229 0.056
N -1.5343 -0.4399 3.4070 0.370
C -2.0749 -0.5688 2.0757 0.587
O -1.5423 -1.3702 1.1708 -0.740
C -3.2956 0.1541 2.0905 -0.695
C -3.6101 0.5470 3.3609 0.315
C -4.8018 1.3057 3.8949 -1.528
C -0.2311 -0.4210 3.9528 0.225
C 0.1691 0.7246 4.7354 -0.450
C 1.3834 0.6691 5.4198 -0.797
C 2.2466 -0.3732 5.2799 -0.349
C 1.8885 -1.4449 4.4084 -0.490
C 0.7417 -1.3981 3.6378 -0.544
H -3.7136 0.0370 5.8801 0.523
H -2.0018 0.4361 6.2395 0.298
H -2.3845 -1.2467 5.7471 0.271
H -3.9081 0.2297 1.1923 0.540
H -5.1820 2.1235 3.2908 0.388
H -4.6319 1.7170 4.9224 0.354
H -5.6850 0.6219 4.0112 0.300
H -0.6020 1.4530 4.9018 0.724
H 1.6439 1.4853 6.0801 0.357
H 3.2381 -0.4165 5.7688 0.355
H 2.5921 -2.2688 4.3329 0.378
H 0.5912 -2.0979 2.8448 0.518
Cl -6.0766 -3.4015 -0.5032 -0.286
C -5.3242 -1.9194 -1.1637 -0.071
C -5.7309 -1.1820 -2.2838 -0.103
C -4.8796 -0.0852 -2.7022 -0.861
C -3.8609 0.2500 -1.8408 -0.534
N -3.3601 -0.6234 -0.9233 0.136
C -4.0738 -1.6910 -0.5611 -0.306
H -6.5978 -1.4723 -2.8692 0.444
H -4.9516 0.3977 -3.6864 0.335
H -3.2973 1.2053 -1.8077 0.777
H -3.7520 -2.3688 0.2475 0.307
Br -0.7903 0.5347 -2.8485 -0.586

---

88
Properties=species:S:1:pos:R:3:mulliken_charge:R:1 method="wB97M-V/def2-TZVPD" homo_lumo_gap_ev=5.18 e_tot_ev=-91776.309 total_charge=-2
Pd 0.6558 0.3050 -0.3542 0.435
N 1.0950 0.8294 2.7967 0.327
P -0.3825 0.9324 1.8685 0.384
C -1.4457 1.0880 3.4678 0.429
C -1.3507 2.0348 4.4895 -0.273
C -2.3366 2.1548 5.4577 -0.790
C -3.4502 1.3261 5.4317 -0.392
C -3.5691 0.3795 4.4254 -0.652
C -2.5822 0.2779 3.4543 -0.303
C -0.5366 2.7253 1.4482 1.169
C -1.4260 3.0326 0.4187 -0.728
C -1.6404 4.3441 0.0351 -0.618
C -0.9633 5.3745 0.6758 -0.491
C -0.0677 5.0784 1.6905 -0.814
C 0.1416 3.7622 2.0751 -0.471
C 2.3380 0.4481 2.3428 0.330
C 3.4939 0.9329 2.9683 -1.136
C 4.7279 0.5474 2.4899 -0.418
C 4.7911 -0.3247 1.4102 -1.002
C 3.6018 -0.8005 0.8935 -0.262
N 2.3993 -0.4470 1.3489 0.712
H 1.1337 1.4869 3.5601 0.197
H -0.4951 2.6984 4.5437 0.151
H -2.2361 2.9037 6.2362 0.362
H -4.2232 1.4295 6.1846 0.342
H -4.4353 -0.2716 4.3917 0.373
H -2.6827 -0.4434 2.6487 0.241
H -1.9210 2.2166 -0.0977 0.269
H -2.3240 4.5683 -0.7754 0.446
H -1.1176 6.4030 0.3708 0.342
H 0.4820 5.8748 2.1797 0.359
H 0.8891 3.5565 2.8325 0.263
H 3.4061 1.6156 3.8052 0.411
H 5.6317 0.9301 2.9483 0.363
H 5.7366 -0.6265 0.9812 0.436
H 3.6132 -1.5105 0.0723 0.244
C 0.6876 -3.7361 3.4366 -1.176
C -0.5343 -3.7854 2.5192 -0.581
C -0.6596 -2.5349 1.6517 -0.346
N 0.3525 -2.5224 0.6246 0.787
C 0.2497 -1.7719 -0.5521 -0.310
S -1.2508 -1.1855 -1.1038 -0.383
N 1.2680 -2.0722 -1.4958 0.695
C 2.1074 -3.1383 -1.5530 -0.067
O 3.1878 -3.0930 -2.1306 -0.687
C 1.6627 -4.4724 -1.0082 0.615
C 2.6319 -5.3527 -0.5394 -0.590
C 2.3020 -6.6576 -0.2057 -0.593
C 0.9956 -7.1016 -0.3539 -0.380
C 0.0222 -6.2259 -0.8186 -0.698
C 0.3511 -4.9198 -1.1426 0.120
H 0.7298 -4.6098 4.0912 0.423
H 0.6546 -2.8396 4.0601 0.252
H 1.6108 -3.7107 2.8536 0.249
H -1.4388 -3.8697 3.1297 0.433
H -0.4783 -4.6668 1.8751 0.167
H -0.5938 -1.6480 2.2968 -0.301
H -1.6252 -2.5070 1.1506 0.457
H 1.2928 -2.5116 0.9903 -0.013
H 1.4406 -1.2997 -2.1896 0.256
H 3.6527 -5.0026 -0.4551 0.437
H 3.0665 -7.3348 0.1571 0.383
H 0.7399 -8.1299 -0.1257 0.365
H -1.0004 -6.5665 -0.9302 0.397
H -0.4086 -4.2465 -1.5212 0.344
N 2.5254 2.8575 -0.2703 -1.146
C 1.7265 2.0123 -0.3064 0.010
C -1.3857 3.7158 -6.8514 -1.329
C -2.1040 2.9623 -5.7689 1.017
C -3.4312 2.5901 -5.8887 -0.841
C -4.0445 1.8706 -4.8746 0.216
Cl -5.7217 1.4059 -5.0620 -0.304
C -3.3506 1.5021 -3.7401 -0.965
C -2.0189 1.8686 -3.6144 0.505
C -1.3886 2.5931 -4.6176 0.088
O -0.1162 3.0245 -4.5562 -0.426
C 0.7941 2.3721 -3.6591 -0.445
C 0.9601 0.8383 -3.9238 0.537
O 0.7406 0.4401 -5.0736 -0.784
O 1.4088 0.1982 -2.9308 -0.711
H -1.9987 3.7932 -7.7504 0.381
H -0.4527 3.2011 -7.0858 0.285
H -1.1203 4.7202 -6.5125 0.278
H -3.9878 2.8462 -6.7820 0.321
H -3.8199 0.9211 -2.9580 0.489
H -1.4721 1.5548 -2.7344 0.011
H 0.5379 2.5413 -2.6121 0.060
H 1.7524 2.8515 -3.8535 0.260